{
  "formula": "C54H151N11O21",
  "method": "the ωB97M-V functional and the def2-TZVPD basis",
  "elements": ["C", "C", "O", "O", "H", "H", "H", "H", "H", "H", "C", "C", "O", "O", "H", "H", "H", "H", "H", "H", "C", "C", "O", "O", "H", "H", "H", "H", "H", "H", "C", "C", "O", "O", "H", "H", "H", "H", "H", "H", "C", "C", "O", "O", "H", "H", "H", "H", "H", "H", "C", "C", "C", "O", "C", "N", "H", "H", "H", "H", "H", "H", "H", "H", "H", "H", "H", "C", "C", "C", "O", "C", "N", "H", "H", "H", "H", "H", "H", "H", "H", "H", "H", "H", "C", "C", "C", "O", "C", "N", "H", "H", "H", "H", "H", "H", "H", "H", "H", "H", "H", "C", "C", "C", "O", "C", "N", "H", "H", "H", "H", "H", "H", "H", "H", "H", "H", "H", "C", "C", "C", "O", "C", "N", "H", "H", "H", "H", "H", "H", "H", "H", "H", "H", "H", "C", "C", "C", "O", "C", "N", "H", "H", "H", "H", "H", "H", "H", "H", "H", "H", "H", "C", "C", "C", "O", "C", "N", "H", "H", "H", "H", "H", "H", "H", "H", "H", "H", "H", "C", "C", "C", "O", "C", "N", "H", "H", "H", "H", "H", "H", "H", "H", "H", "H", "H", "C", "C", "C", "O", "C", "N", "H", "H", "H", "H", "H", "H", "H", "H", "H", "H", "H", "C", "C", "C", "O", "C", "N", "H", "H", "H", "H", "H", "H", "H", "H", "H", "H", "H", "C", "C", "C", "O", "C", "N", "H", "H", "H", "H", "H", "H", "H", "H", "H", "H", "H"],
  "xyz": [[9.86070, 13.39384, 20.52673], [9.56014, 14.61927, 19.66642], [10.35730, 14.78377, 18.54598], [11.05093, 13.69166, 21.36504], [10.09463, 12.51109, 19.91910], [9.03341, 13.06994, 21.17406], [9.60246, 15.49209, 20.31460], [8.53078, 14.55009, 19.28136], [11.24877, 14.90236, 18.90545], [11.81426, 13.84653, 20.74296], [12.30873, 10.75746, 20.25101], [13.34798, 9.66440, 20.09623], [14.65045, 10.08624, 20.57141], [12.05377, 11.07959, 21.58569], [11.35194, 10.39980, 19.74101], [12.70228, 11.59151, 19.66457], [13.54602, 9.48235, 18.98377], [13.17037, 8.75841, 20.61156], [14.52622, 10.28967, 21.51291], [11.75759, 11.99636, 21.66192], [13.30519, 16.63727, 21.28288], [13.46317, 16.03251, 19.97377], [13.13557, 14.63825, 19.88391], [11.91293, 16.56393, 21.64704], [13.50903, 17.66385, 21.15352], [13.94057, 16.20971, 22.07463], [14.37192, 16.19839, 19.38981], [12.72276, 16.43641, 19.35005], [13.95672, 14.03426, 19.61936], [11.61994, 15.59952, 21.78549], [15.65711, 21.31502, 19.35761], [14.79268, 20.22531, 18.66851], [14.23880, 19.28268, 19.57382], [16.43356, 21.86025, 18.34416], [16.36259, 20.84944, 20.12783], [15.03983, 22.06168, 19.84190], [15.53268, 19.73142, 17.97984], [14.04727, 20.77002, 18.07844], [13.24757, 19.33101, 19.65164], [16.80906, 22.71671, 18.64370], [18.50347, 17.19512, 14.69403], [19.18435, 15.87901, 14.16706], [18.94458, 14.71713, 14.83613], [18.79942, 17.39972, 16.04743], [17.39237, 17.08887, 14.54478], [18.86373, 18.06337, 14.03954], [20.20496, 16.04250, 14.07210], [18.77162, 15.73782, 13.14799], [19.38758, 14.69369, 15.69922], [18.45000, 18.30826, 16.26648], [17.91526, 19.40482, 22.52982], [17.70471, 17.91641, 22.66968], [18.75265, 17.14587, 21.85458], [18.96024, 17.65694, 20.52610], [17.98364, 17.16040, 19.64491], [17.75067, 17.36173, 24.02289], [17.62228, 19.66010, 21.51960], [18.97453, 19.75879, 22.73686], [17.23476, 20.05083, 23.16632], [16.71447, 17.70006, 22.23441], [18.55487, 16.09982, 21.87176], [19.66574, 17.32701, 22.41437], [18.25763, 17.51130, 18.65111], [16.92155, 17.37781, 20.02220], [17.97898, 16.07268, 19.57870], [16.96306, 16.81277, 24.34708], [17.86712, 18.10520, 24.77139], [16.62694, 13.78547, 20.84870], [16.48535, 13.10018, 19.50733], [17.31986, 11.78968, 19.32377], [18.68727, 12.11462, 19.23297], [19.57894, 10.99414, 19.25686], [15.01831, 12.96540, 19.18552], [16.26538, 13.12455, 21.70770], [16.18233, 14.73472, 20.83748], [17.69845, 13.86602, 20.99494], [16.83256, 13.84412, 18.79070], [16.98087, 11.37117, 18.40061], [17.15010, 11.23314, 20.25781], [19.70826, 10.58102, 18.25329], [19.36504, 10.21448, 20.05424], [20.60726, 11.38776, 19.54663], [14.95388, 12.69929, 18.20388], [14.86504, 12.10286, 19.72475], [14.32756, 13.90838, 15.36918], [15.73076, 14.19503, 15.70733], [15.90239, 15.38587, 16.63360], [15.50767, 16.51623, 15.94091], [15.50918, 17.59356, 16.85719], [16.37975, 12.99044, 16.25782], [13.67566, 14.00113, 16.27560], [14.26982, 12.83680, 15.07740], [13.93812, 14.61625, 14.64202], [16.28366, 14.49746, 14.83238], [16.98150, 15.43488, 17.05090], [15.13378, 15.36198, 17.47803], [14.94976, 17.35298, 17.76027], [14.98558, 18.37815, 16.30849], [16.51946, 17.98904, 17.02772], [17.36295, 13.13552, 16.37015], [16.22188, 12.18827, 15.69110], [9.57687, 13.31228, 10.93902], [9.08634, 13.78053, 12.28962], [10.04319, 13.57097, 13.41210], [10.18914, 12.14350, 13.66066], [10.84504, 11.81104, 14.89806], [8.86224, 15.20826, 12.05892], [9.05437, 13.85664, 10.20611], [9.48059, 12.26420, 10.86089], [10.61608, 13.48115, 10.92375], [8.11666, 13.26182, 12.49624], [9.59056, 14.13179, 14.22906], [11.05621, 14.09079, 13.10335], [11.77140, 12.34396, 14.94800], [11.14925, 10.74770, 14.76204], [10.17783, 11.98939, 15.75032], [9.78114, 15.61791, 11.78527], [8.68045, 15.63884, 12.96027], [20.84855, 20.36399, 16.29423], [19.69495, 20.33776, 17.25961], [19.68365, 21.44672, 18.33508], [20.76734, 21.46015, 19.24068], [20.54697, 20.66919, 20.37072], [18.38038, 20.21568, 16.61154], [21.12469, 19.34875, 15.95347], [21.72929, 20.78630, 16.83062], [20.59367, 21.03808, 15.45986], [19.69679, 19.43862, 17.88418], [18.77993, 21.20415, 18.87765], [19.66097, 22.41420, 17.86681], [20.08250, 21.32296, 21.13590], [21.46242, 20.24162, 20.68052], [19.84134, 19.91411, 20.15105], [18.15993, 20.99189, 15.95299], [17.69155, 20.36091, 17.35777], [20.03386, 10.93072, 14.99690], [19.16223, 11.31164, 13.77072], [19.89093, 11.04216, 12.45278], [20.92057, 11.99402, 12.14534], [20.39062, 13.28074, 11.82237], [17.89667, 10.55346, 13.86173], [19.62145, 11.53717, 15.77136], [21.10679, 11.21264, 14.80998], [19.95096, 9.85404, 15.29013], [18.87410, 12.36056, 13.88581], [19.11230, 11.06880, 11.66854], [20.29131, 10.04724, 12.51190], [20.17363, 13.84890, 12.75259], [19.37003, 13.08918, 11.45024], [21.05562, 13.81705, 11.16100], [18.12489, 9.56239, 13.75260], [17.34580, 10.79785, 13.04656], [13.25303, 11.90048, 11.93265], [14.53718, 12.07630, 11.14079], [15.61989, 12.76900, 11.85575], [15.51371, 14.18427, 12.03076], [15.97434, 14.87850, 10.92392], [15.05284, 10.71187, 10.81450], [13.34164, 11.39708, 12.88330], [12.53788, 11.22720, 11.40842], [12.75133, 12.89971, 11.95391], [14.31400, 12.72176, 10.25279], [16.59063, 12.57252, 11.28522], [15.73320, 12.48143, 12.92799], [15.72297, 14.49066, 9.94472], [17.09375, 14.91460, 10.86751], [15.63664, 15.86400, 11.01577], [14.22583, 10.24437, 10.49406], [15.71125, 10.78584, 10.09833], [10.25221, 20.86534, 18.69916], [10.50878, 19.43667, 19.11208], [11.10560, 18.57756, 17.98148], [10.29067, 18.67435, 16.86617], [10.58851, 17.53397, 16.02639], [11.44048, 19.32074, 20.19962], [11.15332, 21.34052, 18.32799], [9.86451, 21.46067, 19.50013], [9.52071, 20.90397, 17.96479], [9.53025, 19.01079, 19.40105], [11.08177, 17.54447, 18.34017], [12.16085, 18.78052, 17.69626], [11.63048, 17.41381, 15.92527], [10.04238, 17.62199, 15.07729], [10.22069, 16.65312, 16.58476], [11.21700, 20.05410, 20.86702], [11.30747, 18.50750, 20.75380], [21.78179, 15.67876, 17.11366], [20.87570, 14.80401, 17.95305], [20.95283, 14.99702, 19.49799], [22.09707, 14.22467, 19.90912], [22.30353, 14.22946, 21.28850], [19.46479, 14.95160, 17.50614], [21.41805, 15.50617, 16.08453], [22.82826, 15.48968, 17.15903], [21.47518, 16.72103, 17.31856], [21.11267, 13.81272, 17.65794], [20.08300, 14.63291, 20.01576], [21.11223, 16.07944, 19.76568], [21.48955, 13.59541, 21.73764], [22.24370, 15.27788, 21.75397], [23.27431, 13.73687, 21.59654], [18.85072, 14.28401, 17.94328], [19.15946, 15.89702, 17.54215], [13.89435, 20.57846, 14.68637], [15.41534, 20.74529, 14.52770], [15.90330, 20.84993, 13.04711], [15.93018, 19.58484, 12.46778], [17.23626, 19.23478, 11.94225], [16.00868, 21.95099, 15.21970], [13.41054, 21.46876, 14.40505], [13.67112, 20.40855, 15.71297], [13.42260, 19.86656, 14.02928], [15.99856, 19.85549, 14.84664], [16.91168, 21.22447, 13.15977], [15.35729, 21.53751, 12.43685], [17.42766, 19.83175, 11.04844], [17.22740, 18.16904, 11.63679], [17.99171, 19.55978, 12.68208], [15.32330, 22.74276, 15.08943], [16.03660, 21.75614, 16.18664], [10.65660, 19.74696, 10.82452], [12.10795, 19.85811, 11.37855], [12.80903, 18.54546, 11.48189], [12.35947, 17.96447, 12.66689], [13.15570, 16.93250, 13.13117], [12.84710, 20.76346, 10.52391], [10.17428, 20.69592, 11.06688], [10.19451, 18.88026, 11.29488], [10.78153, 19.62856, 9.74742], [12.00389, 20.30528, 12.41005], [13.89676, 18.69317, 11.67826], [12.53864, 17.90249, 10.61155], [13.62569, 16.30279, 12.38761], [12.53836, 16.32972, 13.72373], [14.01766, 17.30226, 13.80480], [13.85001, 20.75755, 10.81092], [12.85274, 20.39667, 9.58357]],
  "atomic_forces_ev_per_a": [[1.3, 0.1, 0.2], [-1.9, -0.5, 0.5], [1.1, 0.0, -0.2], [-0.6, -0.5, -0.8], [0.0, 0.2, -0.2], [0.3, 0.6, 0.1], [0.0, 0.2, 0.2], [0.2, -0.1, 0.2], [0.4, -0.1, -0.5], [-0.4, 0.2, 0.4], [-1.1, -0.8, -1.2], [1.6, 0.9, -1.5], [-0.4, 0.5, 0.4], [0.6, -0.5, 0.4], [1.0, 0.4, 0.4], [-0.2, 0.3, 0.1], [-0.7, 0.0, 1.5], [-0.9, -1.1, 0.3], [0.1, 0.0, -0.3], [-0.2, 0.3, 0.0], [-0.8, -0.8, 1.5], [0.5, -2.1, -2.1], [0.7, -0.9, 0.3], [-0.4, -1.6, 0.5], [0.4, 1.3, 0.2], [-0.1, 0.1, -0.2], [0.5, 0.2, 0.8], [-1.1, 1.4, -0.9], [-0.7, 0.6, 0.3], [0.7, 1.8, -0.3], [0.2, -1.8, 1.4], [0.9, 0.1, 0.4], [0.1, 0.3, -0.4], [0.8, 1.7, -0.7], [-1.1, 0.3, -0.7], [-0.2, 0.2, 0.2], [-0.9, 0.2, 0.5], [-0.1, -0.3, -0.1], [0.4, 0.3, 0.0], [-0.3, -0.9, -0.4], [-0.4, -0.6, -1.5], [-2.1, 1.8, -1.0], [-0.8, -1.5, 0.2], [-0.2, 1.0, 0.6], [0.8, 0.2, 0.1], [-0.3, -1.1, 0.8], [2.2, 0.5, -0.2], [0.2, 0.2, 0.2], [-0.1, 0.3, 0.7], [0.5, -0.5, -0.2], [0.2, 1.4, 1.1], [-1.1, -0.7, -0.3], [0.7, 1.8, 0.1], [-0.3, -0.7, 0.8], [-1.2, -0.1, 0.5], [0.6, 1.5, 2.0], [0.4, 0.2, -0.3], [-1.1, -0.6, -0.3], [0.6, -1.0, -0.4], [0.1, 0.1, 0.1], [-0.3, -1.0, -0.2], [0.4, -0.2, -0.2], [-0.6, 0.4, 0.0], [1.2, 0.4, -0.9], [0.4, -0.4, 0.1], [-0.1, 0.1, -0.6], [-0.1, -1.2, -1.5], [0.9, -2.9, 1.0], [-0.3, 1.2, -0.9], [-0.7, 1.6, 1.3], [0.6, -0.1, 0.3], [1.4, 0.5, 1.0], [1.6, -1.5, 0.8], [0.1, 1.0, -1.0], [-0.8, 1.3, 0.2], [0.3, 0.3, 0.3], [0.4, -0.1, -0.3], [-0.4, -1.0, -0.4], [-0.1, -0.6, -0.6], [-0.4, -0.3, 0.1], [-0.3, 0.8, -1.1], [-1.3, -0.2, -0.4], [0.1, 0.0, -0.1], [-1.0, 0.1, -0.3], [-1.6, -0.7, 0.8], [1.9, -0.1, 0.4], [-0.2, -1.1, 1.6], [0.5, 0.8, 0.1], [-0.4, 0.9, -1.6], [-0.9, 0.8, 1.2], [0.4, -0.1, -0.5], [-0.3, 0.8, -0.4], [0.0, -0.3, -0.3], [0.1, 0.2, -0.8], [-1.5, 0.1, -0.6], [1.2, -0.8, -0.3], [0.2, 0.1, 0.2], [-0.2, 0.2, 0.3], [-0.1, -0.4, 0.4], [0.6, 0.0, -0.2], [0.1, -0.6, -0.7], [0.0, -0.7, 1.5], [-1.1, -0.1, -1.4], [1.5, -0.6, -0.3], [0.0, 1.5, 0.2], [-0.4, -0.8, -1.5], [0.7, 0.7, 0.7], [-0.5, 0.4, -1.2], [-0.4, -1.3, -0.4], [1.5, 0.6, -0.5], [0.6, 0.6, 0.1], [0.4, -0.3, 0.8], [-1.5, -1.1, 0.8], [0.6, 0.7, 0.5], [-0.6, 0.6, 0.5], [0.3, -0.1, 0.0], [-0.9, -0.3, 0.1], [-0.3, 0.3, 0.0], [0.7, 0.2, 0.3], [-0.3, -0.6, 1.0], [0.3, -0.5, -0.3], [0.5, 0.2, -1.3], [-1.0, 1.5, 0.3], [-0.6, 0.9, -0.3], [-0.3, 0.6, -0.1], [-0.5, -0.3, -0.5], [0.3, -0.3, 0.1], [0.7, -0.3, -0.1], [-0.5, 0.6, 0.3], [-0.3, 0.6, -0.2], [0.4, -0.4, 0.1], [0.9, -0.4, 0.6], [-0.6, -1.2, -0.1], [0.5, -0.6, 0.4], [0.1, -0.1, -0.4], [0.5, 0.0, -1.1], [0.2, -0.7, 0.8], [-0.6, 1.5, 0.0], [-0.1, -0.6, 0.0], [-1.3, -0.8, 1.6], [0.5, -0.1, -0.3], [0.1, 0.2, 1.1], [-1.0, -0.3, 0.3], [0.1, 0.8, -0.4], [0.3, 0.0, -0.3], [0.3, -0.1, -0.1], [0.6, -0.4, -0.2], [0.6, -0.1, -0.4], [0.3, 0.5, -0.7], [0.0, -0.1, -0.2], [-0.2, 0.2, 0.1], [-0.3, -0.1, 0.0], [-1.3, 0.6, -1.2], [-0.7, -0.8, -0.5], [2.6, 1.0, 1.7], [-0.7, -0.7, -0.5], [1.9, -0.3, -0.5], [-1.5, 1.3, 1.6], [0.5, 0.4, 0.6], [0.4, 0.5, -0.1], [0.3, -0.9, 0.6], [0.0, -0.7, 0.2], [-0.8, 0.1, 0.8], [0.0, -0.7, -0.9], [-0.7, -0.3, -0.2], [-0.5, -0.1, 0.4], [-0.6, 1.6, 0.0], [0.0, -0.8, -0.4], [1.2, -0.1, -1.5], [1.4, -0.2, 0.8], [-0.2, -0.7, -0.9], [-0.5, 0.1, 0.6], [0.0, -0.6, -1.5], [-2.3, 0.1, 1.0], [0.7, 1.6, 0.9], [0.3, 0.1, -0.1], [-0.1, 0.3, 0.8], [-1.2, -0.1, -1.6], [0.2, -0.1, -0.3], [0.1, -0.2, 0.2], [-0.3, 0.4, 0.5], [1.4, 0.1, -0.6], [0.4, 0.1, 0.3], [0.1, 0.0, -0.4], [0.3, 0.2, 0.0], [-0.1, -1.4, 0.2], [-2.3, 1.0, -0.6], [-1.4, 0.3, 0.9], [2.1, 0.1, -0.9], [0.3, 0.6, -0.3], [-0.5, -0.1, 1.6], [1.6, -0.6, -0.5], [0.5, 0.1, 0.2], [0.7, -0.1, 0.4], [0.7, -0.1, -0.1], [0.4, -1.3, 0.5], [-0.7, -0.3, 0.1], [-0.2, -0.8, -0.2], [0.5, 0.6, 0.1], [0.2, -1.3, -0.7], [-0.9, 0.7, -0.8], [-0.1, 0.0, 0.4], [-0.5, 0.6, 0.0], [1.5, -0.2, -0.3], [0.9, 0.4, -1.1], [0.3, -0.2, 1.7], [0.6, -1.3, -0.9], [-0.9, 0.7, 0.1], [-1.8, 0.2, -1.7], [-0.5, 1.6, -0.3], [-0.4, -0.4, 0.8], [0.2, -0.9, 0.0], [-0.5, 0.4, 0.3], [0.4, 0.3, -0.2], [-0.7, 0.6, -0.4], [0.0, 0.0, -0.2], [0.2, 0.6, 0.7], [-0.1, -0.8, -0.3], [1.1, -1.0, 0.3], [-0.1, 0.0, 1.4], [1.7, 0.2, 0.6], [-1.1, 1.0, 0.3], [0.6, -0.2, 0.7], [-1.1, -0.5, 0.3], [2.2, 0.7, 1.2], [1.4, 0.6, 0.3], [-0.3, -0.3, -0.2], [-0.4, 0.2, -0.2], [-0.5, -0.1, -0.1], [0.4, -0.4, -1.0], [-0.4, 0.0, -1.1], [0.6, 0.2, 0.2], [0.0, -0.1, -0.7], [-0.9, -1.1, 1.0], [-1.1, -0.3, -0.9], [-1.0, 0.1, -0.3], [-0.1, 0.0, -0.3]],
  "mulliken_charge": [-0.175, -0.383, -0.423, -0.759, 0.003, 0.431, 0.090, 0.511, 0.100, 0.578, 0.315, -0.773, -0.446, -0.630, 0.252, -0.122, 0.279, 0.398, 0.276, 0.457, -1.299, 2.798, -0.190, -0.720, 0.415, 0.245, -1.376, -0.486, 0.261, 0.364, 0.008, 1.359, -0.293, -0.560, -0.316, 0.486, -1.124, -0.005, 0.055, 0.315, 0.940, -1.982, 0.837, 1.518, -0.575, 0.076, 0.714, 0.215, -0.509, -1.381, -0.486, 1.387, -1.056, -0.329, 1.490, -0.675, -0.456, 0.326, 0.464, -0.539, -0.081, 0.532, -0.747, 0.070, -0.467, 0.251, 0.266, -1.503, 3.457, -1.351, 0.197, -0.820, -0.548, 0.490, 0.111, 0.360, -2.300, 0.429, 0.505, 0.257, 0.279, 0.184, 0.314, -0.182, -1.556, 0.919, 1.602, 0.158, 1.894, 0.196, 0.089, 0.771, -0.496, 0.066, -0.841, -0.513, 0.053, -0.798, -0.896, -0.569, 0.388, -1.483, 0.248, 0.419, -0.403, -0.072, -0.765, 0.504, 0.406, 0.184, 0.378, 0.339, -0.352, -0.326, 0.284, 0.340, 0.209, 0.266, -1.344, 1.996, -1.143, -0.485, -0.130, -0.276, 0.081, 0.420, 0.330, -0.949, 0.550, 0.429, 0.276, 0.405, -0.194, 0.407, -0.659, -1.072, 2.586, -1.159, -0.439, -0.304, -0.654, -0.134, 0.326, 0.387, -1.075, 0.406, 0.428, -0.005, 0.169, 0.334, 0.318, 0.031, -1.209, 0.983, 0.150, 0.351, -0.811, -0.679, 0.446, 0.503, -0.222, 0.065, 0.062, -0.684, 0.417, 0.140, 0.011, 0.289, 0.233, -1.715, 0.362, 1.124, -0.644, -0.141, -0.528, 0.251, 0.478, 0.423, 0.326, -0.587, -0.133, -0.186, 0.327, 0.313, 0.212, 0.150, -1.462, 0.120, 0.340, -0.465, -0.624, 1.864, 0.112, 0.493, 0.125, 0.443, 0.016, 0.066, 0.203, 0.239, 0.289, -0.724, -1.136, -0.325, 3.161, -1.902, 0.221, -0.611, -0.699, 0.715, -0.284, -0.730, -1.265, 0.551, 0.445, 0.359, -0.070, 0.187, 0.338, -0.066, -1.427, 0.881, -0.226, -0.218, -0.541, -0.736, 0.356, 0.309, 0.386, -0.033, -0.324, 0.464, 0.331, 0.001, 0.142, 0.223, 0.313],
  "total_energy_ev": -117825.887,
  "homo_ev": -8.993,
  "relative_energy_kj_mol": 195.4
}